This record from the OMol25 dataset describes a structure of composition C5H12NO. The level of theory is the ωB97M-V functional and the def2-TZVPD basis.

LUMO: 3.5 eV
E: -327.509053 Ha
Total charge: -1
Frontier orbital gap: 6.096 eV
Maximum force: 5.621 eV Å⁻¹

Element x y z (Å)
C: 1.055 -2.753 -1.215
O: 1.364 -2.739 -2.488
C: 0.867 -1.209 -0.767
C: 1.150 -0.827 0.706
C: 0.699 0.692 0.911
C: -2.481 2.854 0.248
N: 0.060 1.447 1.912
H: 1.982 -3.025 -0.642
H: 0.163 -3.359 -0.795
H: 1.711 -0.864 -1.408
H: -0.224 -0.886 -1.031
H: 2.208 -1.051 0.997
H: 0.605 -1.502 1.386
H: 1.165 1.261 0.093
H: -0.488 0.550 1.257
H: -1.736 3.175 -0.481
H: -1.957 2.274 1.010
H: -3.202 2.138 -0.271
H: -2.941 3.824 0.578

Forces on atoms 1 to 3 (eV/Å):
0.63 1.29 1.07
-0.78 -0.82 -1.22
-0.66 -0.43 0.09

***

This record from the OMol25 dataset describes an isolated molecule of C3H7N2OS. The level of theory is the ωB97M-V functional and the def2-TZVPD basis.

LUMO (spin up / spin down): 0.8 / -2.4 eV
E: -701.427211 Ha
Frontier orbital gap (spin up / spin down): 10.434 / 7.063 eV
Spin multiplicity: 2
Maximum force: 0.579 eV Å⁻¹

Element x y z (Å)
C: -1.192 0.205 0.097
C: -0.763 -1.014 0.904
S: -2.088 -1.678 1.878
N: -0.259 0.746 -0.874
C: 1.098 0.821 -0.979
N: 1.872 0.257 0.022
O: 1.608 1.431 -1.894
H: -2.075 -0.105 -0.460
H: -1.543 0.972 0.793
H: -0.345 -1.802 0.266
H: 0.045 -0.797 1.606
H: -0.697 1.287 -1.594
H: 1.507 -0.530 0.515
H: 2.832 0.208 -0.281

Forces on atoms 1 to 3 (eV/Å):
-0.16 -0.05 0.19
0.49 0.00 -0.27
-0.13 -0.14 0.11

***

This record from the OMol25 dataset describes a structure of composition C32H25CrF3N6O7. The level of theory is the ωB97M-V functional and the def2-TZVPD basis.

LUMO (spin up / spin down): -3.9 / -4.2 eV
E: -3433.658894 Ha
Total charge: +1
Frontier orbital gap (spin up / spin down): 8.117 / 7.832 eV
Spin multiplicity: 4
Maximum force: 2.317 eV Å⁻¹

Element x y z (Å)
Cr: -0.585 0.232 -0.748
C: -2.228 2.191 -3.016
C: -0.760 2.355 -3.069
C: -0.226 3.388 -3.848
C: 1.131 3.627 -3.849
C: 1.941 2.833 -3.049
C: 1.352 1.824 -2.293
N: 0.027 1.571 -2.335
C: 2.093 1.049 -1.301
C: 3.479 0.960 -1.221
C: 4.047 0.232 -0.185
C: 3.223 -0.390 0.742
C: 1.844 -0.276 0.603
N: 1.298 0.427 -0.411
C: 0.850 -0.857 1.497
C: 1.169 -1.657 2.589
C: 0.141 -2.102 3.403
C: -1.153 -1.692 3.135
C: -1.416 -0.901 2.016
C: -2.795 -0.400 1.762
N: -0.431 -0.552 1.187
H: -2.682 2.529 -3.942
H: -2.616 2.796 -2.192
H: -2.506 1.165 -2.828
H: -0.898 4.007 -4.420
H: 1.558 4.433 -4.428
H: 3.000 3.018 -2.983
H: 4.093 1.442 -1.964
H: 5.119 0.161 -0.103
H: 3.654 -0.933 1.565
H: 2.191 -1.922 2.801
H: 0.347 -2.748 4.239
H: -1.967 -1.984 3.779
H: -3.537 -1.103 2.130
H: -2.983 -0.195 0.710
H: -2.929 0.534 2.310
F: -4.474 -2.169 -3.341
C: -3.675 -2.185 -2.283
F: -4.426 -2.001 -1.189
F: -3.150 -3.425 -2.173
C: -2.516 -1.140 -2.329
O: -1.788 -1.051 -3.296
O: -2.401 -0.495 -1.248
O: -2.587 3.585 0.070
C: -1.711 2.877 0.526
O: -1.214 1.861 -0.076
C: -1.106 3.146 1.883
C: -1.765 3.952 2.807
C: -1.194 4.210 4.043
C: 0.041 3.675 4.369
C: 0.686 2.864 3.441
C: 0.124 2.599 2.202
N: 1.963 2.271 3.751
O: 2.479 2.535 4.808
O: 2.439 1.511 2.923
H: -2.718 4.374 2.534
H: -1.704 4.840 4.753
H: 0.517 3.873 5.318
H: 0.660 1.991 1.490
N: 1.458 -6.519 -0.405
C: 2.082 -5.387 -0.782
O: 3.284 -5.241 -0.771
C: 1.205 -4.212 -1.112
C: -0.021 -3.970 -0.497
C: -0.592 -2.719 -0.614
N: -0.027 -1.707 -1.284
C: 1.059 -1.994 -2.008
C: 1.709 -3.211 -1.940
H: 2.035 -7.310 -0.167
H: 0.476 -6.677 -0.554
H: -0.512 -4.715 0.108
H: -1.527 -2.511 -0.112
H: 1.423 -1.202 -2.649
H: 2.629 -3.377 -2.478

Forces on atoms 1 to 3 (eV/Å):
-2.02 0.25 -0.65
-0.32 -0.07 0.11
-0.14 0.21 -0.35

***

This record from the OMol25 dataset describes an isolated molecule of C4H8O2. The level of theory is the ωB97M-V functional and the def2-TZVPD basis.

LUMO: 0.8 eV
SMILES: CC(=O)CCO
E: -307.668581 Ha
Frontier orbital gap: 10.740 eV
Maximum force: 0.985 eV Å⁻¹

Element x y z (Å)
C: -1.924 0.308 -0.351
C: -0.682 -0.414 0.101
O: -0.689 -0.904 1.222
C: 0.608 -0.371 -0.692
C: 1.595 0.389 0.245
O: 1.667 -0.286 1.474
H: -1.963 1.263 0.199
H: -1.938 0.498 -1.427
H: -2.796 -0.282 -0.044
H: 1.038 -1.381 -0.780
H: 0.423 0.010 -1.716
H: 1.306 1.448 0.413
H: 2.581 0.393 -0.238
H: 0.774 -0.671 1.594

Forces on atoms 1 to 3 (eV/Å):
-0.05 0.00 -0.15
-0.25 0.08 0.21
-0.78 -0.32 -0.47

***

This record from the OMol25 dataset describes a cluster of 4 separate species, C22H59N11O5P3S in total. The level of theory is the ωB97M-V functional and the def2-TZVPD basis.

LUMO: 1.0 eV
E: -3274.261043 Ha
Total charge: -1
Frontier orbital gap: 5.377 eV
Maximum force: 6.429 eV Å⁻¹

Element x y z (Å)
C: -3.368 8.410 1.316
N: -4.090 7.885 0.167
C: -5.468 7.636 0.420
N: -6.221 8.895 0.966
C: -7.406 8.678 1.054
S: -8.938 8.505 1.402
C: -5.684 6.415 1.361
O: -5.689 6.563 2.600
O: -5.902 5.311 0.836
H: -2.319 8.098 1.228
H: -3.748 7.968 2.239
H: -3.412 9.503 1.426
H: -3.939 8.422 -0.674
H: -5.960 7.376 -0.518
O: -2.054 2.541 0.012
P: -2.551 1.790 1.232
N: -2.200 2.973 2.435
C: -0.838 3.353 2.749
C: -3.053 4.158 2.306
N: -1.438 0.481 1.139
C: -0.484 0.107 2.159
C: -0.899 0.178 -0.176
N: -3.484 0.827 2.417
C: -4.802 0.448 1.877
C: -3.624 1.153 3.827
H: -0.835 4.059 3.583
H: -0.317 3.815 1.898
H: -0.251 2.502 3.094
H: -4.105 3.859 2.245
H: -2.822 4.734 1.404
H: -2.961 4.809 3.176
H: 0.434 0.704 2.101
H: -0.195 -0.942 2.049
H: -0.896 0.193 3.166
H: -0.073 0.850 -0.447
H: -1.669 0.265 -0.941
H: -0.531 -0.852 -0.209
H: -5.483 1.304 1.836
H: -5.262 -0.339 2.479
H: -4.690 0.055 0.861
H: -4.247 2.037 4.004
H: -2.661 1.305 4.305
H: -4.093 0.304 4.337
O: 2.647 -0.871 1.851
P: 3.985 -1.408 1.382
N: 4.974 -0.775 2.655
C: 5.174 0.654 2.822
C: 4.685 -1.399 3.938
N: 4.067 -0.546 -0.095
C: 5.099 0.391 -0.474
C: 2.794 -0.145 -0.689
N: 5.343 -2.416 0.792
C: 4.910 -3.804 0.570
C: 6.689 -2.415 1.343
H: 5.883 0.836 3.634
H: 4.242 1.190 3.043
H: 5.631 1.100 1.941
H: 4.709 -2.492 3.841
H: 3.696 -1.117 4.320
H: 5.439 -1.130 4.680
H: 4.910 1.391 -0.065
H: 5.146 0.485 -1.563
H: 6.093 0.066 -0.164
H: 2.394 0.764 -0.224
H: 2.050 -0.932 -0.584
H: 2.913 0.039 -1.760
H: 4.752 -4.337 1.514
H: 5.639 -4.357 -0.027
H: 3.967 -3.810 0.014
H: 6.747 -2.869 2.339
H: 7.105 -1.413 1.393
H: 7.341 -2.987 0.675
O: -1.351 -5.029 -2.150
P: -0.171 -4.586 -2.993
N: -0.829 -3.110 -3.605
C: -1.965 -3.101 -4.509
C: -1.006 -2.110 -2.558
N: -0.175 -5.907 -4.087
C: -0.337 -5.818 -5.519
C: -0.749 -7.156 -3.601
N: 1.448 -4.153 -3.626
C: 2.485 -4.320 -2.595
C: 1.748 -2.967 -4.413
H: -2.175 -2.078 -4.830
H: -2.873 -3.520 -4.056
H: -1.752 -3.648 -5.427
H: -0.077 -1.994 -1.986
H: -1.801 -2.385 -1.856
H: -1.237 -1.133 -2.987
H: -1.395 -5.761 -5.805
H: 0.087 -6.701 -6.006
H: 0.189 -4.964 -5.946
H: -1.845 -7.154 -3.661
H: -0.467 -7.337 -2.567
H: -0.374 -8.001 -4.186
H: 2.423 -3.531 -1.836
H: 3.486 -4.310 -3.031
H: 2.364 -5.286 -2.092
H: 1.695 -2.039 -3.831
H: 1.093 -2.875 -5.274
H: 2.766 -3.057 -4.807

Forces on atoms 1 to 3 (eV/Å):
0.70 -0.18 0.04
-0.39 0.06 0.56
0.32 -0.27 -0.54

***

This record from the OMol25 dataset describes a cluster of 2 separate species, C3H10N3O in total. The level of theory is the ωB97M-V functional and the def2-TZVPD basis.

LUMO: -3.5 eV
E: -359.459785 Ha
Total charge: +1
Frontier orbital gap: 9.505 eV
Maximum force: 4.330 eV Å⁻¹

Element x y z (Å)
C: 2.130 -0.791 0.419
C: -2.377 -1.216 0.521
C: 0.158 0.412 0.258
N: -0.877 2.459 0.148
N: -0.180 1.476 -0.355
N: 0.997 -0.528 -0.472
O: -1.303 -1.341 0.007
H: 2.890 -1.557 -0.036
H: 2.722 0.165 0.477
H: 1.659 -1.076 1.436
H: -1.273 2.409 1.105
H: -3.367 -1.613 0.002
H: -2.422 -0.794 1.582
H: -0.158 0.133 1.226
H: -1.158 3.150 -0.519
H: 0.343 -1.378 -0.497
H: 1.123 -0.236 -1.394

Forces on atoms 1 to 3 (eV/Å):
2.69 -0.61 0.25
-1.90 -0.86 0.52
-0.45 3.23 -1.42

***

This record from the OMol25 dataset describes an isolated molecule of C4H4I2O. The level of theory is the ωB97M-V functional and the def2-TZVPD basis.

LUMO: 0.3 eV
SMILES: C=C(I)OC(=C)I
E: -825.351310 Ha
Frontier orbital gap: 9.567 eV
Maximum force: 3.977 eV Å⁻¹

Element x y z (Å)
C: -1.389 0.042 -1.458
C: 0.987 -0.878 1.245
C: -0.280 0.625 -1.005
C: 0.466 0.318 1.289
O: -0.031 1.023 0.241
I: 1.347 0.927 -2.395
I: -0.013 1.334 3.024
H: -1.424 -0.333 -2.378
H: -2.191 -0.195 -0.846
H: 1.364 -1.522 1.985
H: 1.164 -1.341 0.299

Forces on atoms 1 to 3 (eV/Å):
2.04 1.58 2.96
0.53 -0.59 -1.27
0.31 -1.37 -1.26

***

This record from the OMol25 dataset describes a cluster of 2 separate species, C18H31OSi in total. The level of theory is the ωB97M-V functional and the def2-TZVPD basis.

LUMO: -5.4 eV
E: -1068.983329 Ha
Total charge: +1
Frontier orbital gap: 5.116 eV
Maximum force: 2.531 eV Å⁻¹

Element x y z (Å)
C: 3.148 2.126 1.032
C: 2.063 1.119 1.118
C: 2.328 -0.338 1.122
C: 0.824 1.616 1.378
O: -0.134 0.823 1.844
Si: -1.405 1.257 2.883
C: -2.495 -0.238 2.729
C: -0.726 1.454 4.605
C: -2.210 2.792 2.207
H: 4.120 1.643 0.897
H: 2.993 2.832 0.202
H: 3.200 2.728 1.954
H: 3.402 -0.507 0.980
H: 2.031 -0.804 2.074
H: 1.785 -0.852 0.316
H: 0.602 2.686 1.318
H: -3.389 -0.138 3.360
H: -2.811 -0.367 1.685
H: -1.946 -1.139 3.035
H: -1.546 1.707 5.292
H: -0.266 0.517 4.949
H: 0.031 2.247 4.665
H: -3.034 3.093 2.869
H: -1.504 3.629 2.129
H: -2.625 2.595 1.209
C: 1.319 1.721 -2.297
C: 1.455 0.274 -2.070
C: 0.483 -0.727 -2.116
C: 0.907 -2.112 -2.088
C: 2.363 -2.469 -2.156
C: -0.029 -3.131 -2.049
C: -1.404 -2.871 -2.028
C: -2.382 -3.999 -1.947
C: -1.829 -1.541 -2.114
C: -0.943 -0.476 -2.172
C: -1.508 0.901 -2.310
H: 2.330 2.139 -2.418
H: 0.753 2.003 -3.197
H: 0.868 2.219 -1.426
H: 2.488 -0.045 -1.930
H: 2.466 -3.557 -2.047
H: 2.802 -2.183 -3.125
H: 2.953 -2.005 -1.353
H: 0.319 -4.167 -2.024
H: -3.405 -3.614 -1.976
H: -2.252 -4.696 -2.784
H: -2.253 -4.574 -1.022
H: -2.902 -1.339 -2.148
H: -2.604 0.838 -2.372
H: -1.269 1.542 -1.449
H: -1.161 1.390 -3.231

Forces on atoms 1 to 3 (eV/Å):
0.80 0.66 -0.33
-2.14 1.31 0.30
0.39 -0.62 0.27

***

This record from the OMol25 dataset describes a structure of composition C37H46As2CoN3O2Si. The level of theory is the ωB97M-V functional and the def2-TZVPD basis.

LUMO (spin up / spin down): -5.7 / -7.1 eV
E: -7895.598677 Ha
Total charge: +2
Frontier orbital gap (spin up / spin down): 8.368 / 7.030 eV
Spin multiplicity: 5
Maximum force: 0.438 eV Å⁻¹

Element x y z (Å)
Co: -0.014 0.795 -0.197
C: 0.277 4.070 -3.517
O: -0.904 4.212 -2.678
C: -0.826 3.220 -1.810
N: 0.234 2.506 -1.753
C: 1.183 3.142 -2.687
C: 2.000 2.187 -3.507
C: 3.028 2.702 -4.291
C: 3.820 1.855 -5.048
C: 3.596 0.484 -5.021
C: 2.571 -0.031 -4.244
C: 1.772 0.820 -3.492
C: -1.967 2.990 -0.915
C: -3.026 3.860 -0.745
C: -4.001 3.512 0.184
C: -3.906 2.308 0.864
C: -2.822 1.486 0.597
N: -1.861 1.839 -0.249
C: -2.658 0.081 1.121
N: -1.236 -0.128 1.360
C: -1.196 -0.955 2.551
C: -2.372 -0.381 3.351
O: -3.337 -0.121 2.342
C: 0.103 -1.053 3.291
C: 0.792 0.086 3.684
C: 1.932 -0.026 4.468
C: 2.394 -1.277 4.852
C: 1.709 -2.416 4.464
C: 0.562 -2.303 3.695
H: 0.686 5.061 -3.690
H: -0.042 3.617 -4.458
H: 1.860 3.748 -2.073
H: 3.225 3.766 -4.302
H: 4.615 2.263 -5.655
H: 4.215 -0.177 -5.608
H: 2.395 -1.099 -4.232
H: 0.955 0.425 -2.889
H: -3.076 4.777 -1.312
H: -4.836 4.173 0.364
H: -4.655 1.991 1.572
H: -1.497 -1.957 2.210
H: -2.079 0.540 3.867
H: -2.789 -1.085 4.066
H: 0.400 1.064 3.418
H: 2.449 0.859 4.807
H: 3.275 -1.361 5.471
H: 2.054 -3.390 4.777
H: 0.012 -3.194 3.421
C: 3.682 1.910 -0.857
As: 2.409 1.201 0.431
C: 2.957 2.310 1.930
C: 3.204 -0.556 0.628
C: 4.442 -0.705 1.245
C: 5.108 -1.919 1.205
C: 4.552 -2.991 0.522
C: 3.320 -2.851 -0.094
C: 2.633 -1.640 -0.040
As: 0.822 -1.566 -0.741
C: 0.115 -3.117 0.194
C: 0.884 -2.327 -2.529
H: 4.649 1.931 -0.350
H: 3.416 2.919 -1.158
H: 3.738 1.264 -1.730
H: 3.841 1.890 2.406
H: 2.171 2.431 2.664
H: 3.210 3.287 1.513
H: 4.908 0.130 1.753
H: 6.066 -2.024 1.692
H: 5.076 -3.935 0.472
H: 2.894 -3.702 -0.612
H: 0.627 -3.997 -0.199
H: -0.952 -3.233 0.021
H: 0.327 -3.030 1.255
H: 1.736 -3.003 -2.609
H: 0.946 -1.563 -3.302
H: -0.037 -2.896 -2.667
C: -4.910 -2.864 1.637
Si: -4.919 -1.623 0.243
C: -6.162 -0.262 0.535
C: -5.212 -2.474 -1.394
C: -3.141 -0.905 0.048
H: -5.832 -3.442 1.632
H: -4.830 -2.380 2.607
H: -4.090 -3.576 1.535
H: -7.171 -0.662 0.445
H: -6.070 0.543 -0.194
H: -6.066 0.153 1.536
H: -6.148 -3.028 -1.386
H: -4.418 -3.187 -1.618
H: -5.264 -1.759 -2.215
H: -3.038 -0.457 -0.943
H: -2.487 -1.781 0.064

Forces on atoms 1 to 3 (eV/Å):
-0.01 0.38 -0.22
0.06 0.02 -0.11
0.05 -0.05 0.10

***

This record from the OMol25 dataset describes a cluster of 2 separate species, C17H16F8N2O in total. The level of theory is the ωB97M-V functional and the def2-TZVPD basis.

LUMO: 0.3 eV
SMILES: Cc1cccc(C[C@H](C#N)CC#N)c1.FC(F)C(F)(F)COC(F)(F)C(F)F
E: -1641.066777 Ha
Frontier orbital gap: 9.640 eV
Maximum force: 0.625 eV Å⁻¹

Element x y z (Å)
C: -0.482 1.335 3.278
C: -0.856 0.246 2.308
C: -2.141 0.156 1.795
C: -2.472 -0.839 0.883
C: -1.512 -1.749 0.479
C: -0.221 -1.690 0.999
C: 0.823 -2.705 0.616
C: 0.776 -4.031 1.426
C: -0.604 -4.438 1.731
N: -1.687 -4.738 1.968
C: 1.643 -3.921 2.718
C: 1.103 -4.617 3.894
N: 0.738 -5.117 4.858
C: 0.101 -0.679 1.896
H: -0.021 0.896 4.166
H: -1.359 1.888 3.608
H: 0.240 2.021 2.834
H: -2.895 0.873 2.093
H: -3.472 -0.932 0.481
H: -1.746 -2.536 -0.228
H: 0.798 -2.938 -0.449
H: 1.805 -2.262 0.803
H: 1.172 -4.837 0.804
H: 1.743 -2.873 2.998
H: 2.614 -4.369 2.510
H: 1.111 -0.603 2.288
C: 1.399 1.944 -3.227
C: 0.667 2.591 -4.412
C: 0.548 4.117 -4.437
F: -0.155 4.571 -3.382
F: -0.102 4.479 -5.565
F: -0.548 2.028 -4.571
F: 1.412 2.282 -5.516
O: 0.616 1.414 -2.174
C: 0.207 2.170 -1.108
C: -1.320 2.259 -1.016
F: -1.832 2.795 -2.140
F: -1.640 3.061 0.025
F: 0.784 3.387 -1.097
F: 0.609 1.528 0.012
H: 1.882 1.068 -3.656
H: 2.195 2.590 -2.854
H: 1.539 4.579 -4.439
H: -1.740 1.265 -0.857

Forces on atoms 1 to 3 (eV/Å):
0.02 -0.28 0.10
0.10 0.21 0.14
-0.18 -0.05 -0.11

***

This record from the OMol25 dataset describes a structure of composition C5H14N2. The level of theory is the ωB97M-V functional and the def2-TZVPD basis.

LUMO: 0.9 eV
E: -308.285317 Ha
Frontier orbital gap: 9.009 eV
Maximum force: 4.593 eV Å⁻¹

Element x y z (Å)
C: -0.721 1.138 -1.459
C: 0.732 -1.179 -1.287
C: -0.497 -0.510 -0.738
N: -0.122 2.323 -0.948
N: -1.567 -1.194 -0.511
H: 0.609 2.723 -1.523
H: -0.533 2.656 -0.084
H: -2.335 -0.608 -0.185
H: -0.366 0.939 -2.470
H: -1.798 1.288 -1.568
H: 1.521 -0.453 -1.488
H: 1.096 -1.925 -0.578
H: 0.481 -1.696 -2.217
C: 0.305 0.210 1.644
C: 0.613 -1.163 2.183
H: 1.475 -1.598 1.671
H: 1.183 0.857 1.629
H: -0.498 0.691 2.210
H: -0.188 0.459 0.407
H: -0.245 -1.831 2.063
H: 0.854 -1.128 3.250

Forces on atoms 1 to 3 (eV/Å):
-0.05 -1.44 0.28
0.25 0.00 0.59
-2.71 1.45 -3.17